Formula: C27H23AsBClHgN6O4
Source: OMol25
Level of theory: the ωB97M-V functional and the def2-TZVPD basis

Its spin multiplicity is 2. The calculation puts the energy above the lowest of the compared OMol25 structures with the same formula, charge and spin at 73.5 kJ/mol. The value obtained for the total energy is -123710.028 eV. The gap between HOMO and LUMO (spin up / spin down) comes out at 8.0 / 6.2 eV. The total charge is -1.

Positions of all 64 atoms, in Å:
1 C -3.899 -1.001 -2.181
2 O 4.116 -2.023 0.791
3 N -1.865 1.802 0.316
4 H -2.373 2.810 2.081
5 C -1.756 2.782 1.202
6 N -1.044 2.099 -0.690
7 C -3.037 -1.580 -1.252
8 C -1.124 1.996 4.201
9 H 0.296 3.664 -1.156
10 C 3.600 1.778 3.138
11 B -1.018 1.318 -2.026
12 H 3.903 -1.266 6.656
13 H -2.133 4.771 5.839
14 C -0.820 3.732 0.777
15 C 3.882 0.151 5.058
16 H -0.123 5.669 4.713
17 N -1.951 -0.838 -1.138
18 O 2.345 -2.128 2.301
19 H -1.415 0.968 4.003
20 C 2.664 2.208 2.186
21 H 2.291 -1.774 -2.378
22 C 1.278 -0.703 4.599
23 C -0.398 4.630 4.588
24 C 4.865 2.352 3.144
25 As 0.990 1.259 2.368
26 N 0.368 0.712 -2.229
27 C 1.502 1.363 -2.549
28 O 2.543 -0.319 0.847
29 C 2.511 0.434 -2.669
30 O 1.952 -2.448 0.044
31 H -4.861 -1.356 -2.493
32 C 1.819 0.304 3.823
33 C 3.014 3.133 1.221
34 C 0.023 2.485 3.588
35 H 5.595 2.047 3.881
36 H 6.201 3.718 2.187
37 H -3.141 -2.480 -0.678
38 C 2.023 -1.262 5.625
39 C 3.132 0.736 4.046
40 H 1.518 2.430 -2.672
41 H -1.300 2.057 -2.923
42 H 4.577 4.396 0.462
43 N 0.605 -0.594 -2.124
44 Cl 2.741 -1.734 0.988
45 H 0.283 -1.074 4.369
46 H 4.912 0.447 5.204
47 H -2.811 2.424 5.441
48 H 3.540 0.606 -2.916
49 C 3.319 -0.829 5.856
50 C -1.534 4.132 5.204
51 H -0.530 4.643 1.267
52 C -3.232 0.139 -2.589
53 Hg -0.483 -1.093 1.016
54 C -1.901 2.811 5.003
55 C 5.204 3.298 2.192
56 H -3.518 0.903 -3.283
57 C -0.389 3.244 -0.442
58 C 1.883 -0.785 -2.394
59 H 1.602 -2.054 6.231
60 N -2.064 0.204 -1.937
61 C 0.376 3.812 3.783
62 H 1.251 4.211 3.285
63 C 4.290 3.681 1.223
64 H 2.290 3.411 0.462

List of natural (NBO) charges in e, atom by atom: -0.37, -0.86, -0.30, 0.21, -0.08, -0.33, -0.06, -0.17, 0.21, 0.03, 0.57, 0.20, 0.20, -0.37, -0.21, 0.20, -0.29, -0.89, 0.20, -0.32, 0.21, -0.19, -0.20, -0.22, 0.97, -0.34, -0.06, -0.90, -0.35, -0.88, 0.21, -0.31, -0.20, -0.30, 0.20, 0.20, 0.20, -0.21, 0.01, 0.19, -0.06, 0.21, -0.29, 2.59, 0.21, 0.20, 0.21, 0.21, -0.21, -0.23, 0.22, -0.01, 0.79, -0.24, -0.21, 0.21, -0.05, -0.06, 0.21, -0.31, -0.24, 0.22, -0.21, 0.22